# C37H32MnN3O2S2Te

A molecular structure, C37H32MnN3O2S2Te (wB97M-V/def2-TZVPD, OMol25).

Properties
HOMO-LUMO gap (spin up / spin down)   6.183 / 6.944 eV
Net charge   +2
Multiplicity   5
Largest force on an atom   0.0230 hartree/bohr
Expectation value of S²   6.065

Positions of all 78 atoms, in Å:
Mn: 0.04 0.34 0.78
C: 2.47 0.32 -1.86
C: 2.78 -0.30 -0.53
N: 1.94 -0.37 0.48
C: 2.45 -1.09 1.55
C: 3.72 -1.50 1.36
S: 4.27 -1.02 -0.19
C: 1.49 -1.39 2.61
C: 1.68 -2.06 3.77
S: 0.18 -2.25 4.57
C: -0.64 -1.43 3.32
N: 0.17 -1.03 2.37
C: -2.12 -1.23 3.35
H: 1.45 0.70 -1.88
H: 2.56 -0.43 -2.65
H: 3.15 1.13 -2.10
H: 4.35 -2.07 2.03
H: 2.59 -2.44 4.19
H: -2.43 -0.84 4.32
H: -2.62 -2.18 3.18
H: -2.42 -0.56 2.56
C: -5.87 3.99 -0.50
C: -4.75 3.01 -0.26
C: -4.99 1.64 -0.14
C: -3.99 0.70 0.09
C: -4.33 -0.77 0.18
O: -3.64 -1.51 0.85
C: -5.54 -1.28 -0.53
C: -5.91 -0.84 -1.80
C: -7.00 -1.40 -2.43
C: -7.74 -2.39 -1.80
C: -7.38 -2.83 -0.53
C: -6.27 -2.29 0.09
C: -2.69 1.18 0.25
O: -1.69 0.32 0.52
C: -2.39 2.53 0.08
C: -3.44 3.43 -0.17
C: -1.01 3.01 0.08
N: 0.04 2.25 0.20
C: 1.39 2.87 0.16
C: 1.82 3.48 1.48
Te: 1.51 2.17 3.12
C: -0.32 2.98 3.76
C: -0.30 4.13 4.54
C: -1.50 4.71 4.95
C: -2.71 4.13 4.58
C: -2.73 2.97 3.82
C: -1.53 2.40 3.41
C: -0.84 4.49 -0.08
C: -1.11 5.31 1.02
C: -0.95 6.68 0.90
C: -0.55 7.24 -0.30
C: -0.31 6.42 -1.40
C: -0.45 5.05 -1.29
H: -6.84 3.49 -0.47
H: -5.76 4.47 -1.47
H: -5.87 4.78 0.26
H: -6.01 1.29 -0.22
H: -5.32 -0.09 -2.31
H: -7.28 -1.07 -3.42
H: -8.61 -2.81 -2.29
H: -7.95 -3.61 -0.04
H: -5.95 -2.65 1.07
H: -3.21 4.48 -0.31
H: 1.44 3.61 -0.64
H: 2.09 2.08 -0.11
H: 1.29 4.41 1.70
H: 2.89 3.70 1.45
H: 0.63 4.59 4.84
H: -1.49 5.60 5.56
H: -3.64 4.58 4.90
H: -3.67 2.52 3.54
H: -1.56 1.49 2.82
H: -1.44 4.87 1.95
H: -1.16 7.32 1.76
H: -0.43 8.31 -0.39
H: -0.02 6.86 -2.35
H: -0.29 4.42 -2.16

# C8H13N4

2 unconnected molecules or ions with the total composition C8H13N4 (wB97M-V/def2-TZVPD, OMol25).

Properties
HOMO-LUMO gap   8.722 eV
Net charge   +1
Largest force on an atom   0.0818 hartree/bohr
Energy above the lowest of the compared OMol25 structures with the same formula, charge and spin   4.7958 eV

Positions of all 25 atoms, in Å:
C: 3.46 -0.05 -0.63
C: 3.46 0.54 0.61
C: 1.35 0.72 -0.18
C: -1.15 2.21 0.60
C: -1.65 -2.03 0.93
C: -1.06 1.03 0.05
C: -1.77 0.18 -2.01
C: -1.96 -1.30 -0.14
N: 2.15 0.09 -1.06
N: -0.97 -1.87 2.01
N: 2.14 0.92 0.89
N: -1.63 0.05 -0.53
H: 4.27 -0.34 -1.28
H: 4.12 0.44 1.40
H: -2.13 2.51 0.92
H: -0.47 2.84 1.08
H: -2.09 -3.01 0.83
H: -1.58 -0.61 -2.72
H: -2.82 0.35 -2.14
H: -1.14 1.08 -2.35
H: 1.80 -0.15 -2.03
H: -2.52 -1.62 -0.94
H: -0.99 -2.63 2.72
H: 1.89 1.63 1.61
H: -0.70 -0.98 2.35

# C4H6N2

A single C4H6N2 molecule (wB97M-V/def2-TZVPD, OMol25).

Properties
HOMO-LUMO gap (spin up / spin down)   7.924 / 7.987 eV
Net charge   0
Largest force on an atom   0.0352 hartree/bohr
Energy above the lowest of the compared OMol25 structures with the same formula, charge and spin   4.5818 eV

Positions of all 12 atoms, in Å:
C: -0.01 0.36 1.57
C: 0.01 -0.18 0.17
C: -0.58 0.54 -0.95
N: -0.42 0.13 -2.15
N: 0.92 -2.19 -1.07
C: 0.73 -1.34 -0.23
H: 0.53 1.31 1.68
H: -1.05 0.54 1.87
H: 0.42 -0.36 2.28
H: -1.19 1.40 -0.67
H: -1.01 0.67 -2.79
H: 1.64 -0.88 0.30